# 1
This record from the OMol25 dataset describes a single C6H9NOS molecule in a non-equilibrium geometry. The level of theory is wB97M-V/def2-TZVPD.

Positions of all 18 atoms, in Å:
S1 0.9423 0.7845 2.9836
O1 -1.6960 -0.5245 -0.8017
N1 0.0489 0.6954 0.3549
C1 0.9328 -1.4369 1.1151
C2 0.6377 -1.4407 -0.3668
C3 0.7405 -0.0141 1.6286
C4 -0.4620 2.0660 0.1959
C5 -0.3271 -0.3104 -0.5215
C6 -0.8899 -0.0294 -1.8513
H1 0.3188 -1.9199 1.7628
H2 1.8770 -1.6340 1.4890
H3 -1.5423 1.9782 0.5938
H4 1.3412 -1.0875 -1.0397
H5 -0.8340 -0.7119 -2.6830
H6 -1.0783 1.0082 -2.3522
H7 0.2944 -2.4800 -0.5803
H8 -0.5317 2.4349 -0.7859
H9 0.2278 2.6223 0.8589

Atoms 1-3, force components in eV/Å:
0.4 0.0 0.7
-1.1 0.1 0.7
2.0 -1.6 2.1

Summary:
Gap between HOMO and LUMO in eV: 9.04
Energy in hartree: -762.0954
Relative energy (zero: lowest compared OMol25 entry of this formula, charge and spin) in kcal/mol: 45.8

# 2
This record from the OMol25 dataset describes 9 unconnected molecules or ions with the total composition C44H65ClF24N3O17 in a non-equilibrium geometry. The level of theory is wB97M-V/def2-TZVPD.

Positions of all 154 atoms, in Å:
Cl1 4.4536 -3.5478 0.8110
F1 -13.4515 1.4873 -4.6288
F2 -14.1124 5.2818 -11.5211
F3 13.3968 0.3585 -4.4156
F4 10.0958 -1.7316 6.2149
F5 -15.4095 0.9015 -3.9158
F6 -5.0316 5.5710 2.3980
F7 14.5419 -1.3284 -3.6866
F8 15.0584 5.6815 2.2266
F9 -12.9058 5.7450 -9.7838
F10 9.6476 0.3684 6.4321
F11 -6.1123 6.7399 0.9357
F12 7.2915 -5.3895 3.4091
F13 -10.9263 0.1261 1.9542
F14 5.1702 -5.7840 3.5141
F15 -12.0544 4.6290 -11.4242
F16 -9.4173 -1.0493 0.9526
F17 6.5205 -6.7802 4.8741
F18 -9.2089 -0.6066 3.0534
F19 10.5830 -0.3508 4.6196
F20 -3.9774 6.9920 1.1478
F21 13.1707 5.9661 1.2191
F22 -14.8030 2.9696 -3.8242
F23 14.0758 4.0069 1.2676
F24 15.2475 -0.1897 -5.3825
O1 12.2067 5.4762 3.6841
O2 14.6653 1.1165 -2.2104
O3 -13.2016 2.4227 -10.4005
O4 16.5509 1.1561 -3.4499
O5 -5.6146 4.5783 -0.5837
O6 -14.5305 3.7448 -9.1448
O7 7.2872 -0.4150 5.4027
O8 8.4051 -1.6749 3.9029
O9 -1.6436 -0.7701 0.2116
O10 5.5891 -7.9934 2.0560
O11 -3.5045 4.5465 0.2067
O12 -13.6127 0.1982 -2.0853
O13 -9.2522 2.1555 2.2967
O14 7.7893 -7.8552 2.5433
O15 -13.4701 2.3876 -1.5575
O16 -7.9565 1.1932 0.7186
O17 13.6890 3.7855 3.8804
N1 1.9346 -0.9689 0.3950
N2 0.3588 -0.7293 2.1342
N3 -0.3434 -0.8807 -0.1168
C1 -9.6170 -0.1143 1.8777
C2 -13.6152 3.4928 -10.0659
C3 14.6354 -0.0999 -4.2113
C4 -4.9725 6.1078 1.1716
C5 -3.1472 -4.1724 0.1598
C6 -13.7722 1.4952 -2.2922
C7 0.5850 -0.8336 0.7641
C8 2.4044 -1.9000 1.4640
C9 9.6873 -0.6371 5.5682
C10 15.4224 0.8186 -3.2546
C11 6.3750 -6.3402 3.6238
C12 -4.7542 4.9891 0.1340
C13 8.1538 -8.5257 0.2212
C14 1.8397 -3.8751 -0.1283
C15 -4.6931 -0.7359 1.1964
C16 -14.0337 -0.1451 0.2929
C17 -2.4641 -1.8544 -0.4119
C18 2.5997 -4.5109 -1.2961
C19 1.2619 -1.8660 2.5524
C20 6.5210 -7.5032 2.6226
C21 15.2751 1.9492 -1.2003
C22 -2.8981 3.9716 -2.0881
C23 -8.5975 3.4314 2.1063
C24 -14.1581 2.0931 -7.3835
C25 11.8578 2.5677 4.9348
C26 -9.1548 4.1711 0.9121
C27 7.1719 -2.0073 3.2397
C28 6.7387 -0.8802 2.3252
C29 -3.1784 3.4678 -0.6888
C30 -13.1564 4.8166 -10.7103
C31 -13.0139 -0.1677 -0.8248
C32 13.1113 3.3879 5.1428
C33 8.0930 -8.9651 1.6667
C34 -4.8039 -2.8810 2.4834
C35 -3.0819 -2.7050 0.6858
C36 13.1272 4.8263 3.2880
C37 -15.0834 2.5944 -8.4704
C38 -4.4993 -2.2597 1.0931
C39 13.8695 5.1277 1.9714
C40 8.2942 -0.8763 4.9537
C41 15.2537 3.4082 -1.5947
C42 -8.8310 1.1664 1.5359
C43 -14.3791 1.7203 -3.6906
C44 2.6931 -3.3464 1.0448
H1 7.3800 -2.9057 2.6651
H2 -8.6931 5.1551 0.8414
H3 2.3982 -0.0826 0.5761
H4 -14.8800 -0.7870 0.0476
H5 -3.9075 -2.8438 3.1055
H6 6.4073 -2.2528 3.9761
H7 -8.9593 3.6343 -0.0153
H8 -3.9817 2.7306 -0.6790
H9 1.8650 -4.8002 -2.0480
H10 -5.1595 -3.9061 2.4177
H11 -0.0773 -0.9796 -1.0971
H12 -1.7979 -2.4218 -1.0578
H13 -3.2234 -1.3177 -0.9737
H14 1.1784 -4.6473 0.2663
H15 14.2350 3.7277 -1.8163
H16 -15.3101 1.8177 -9.1995
H17 15.8580 3.5876 -2.4832
H18 -3.7866 4.4213 -2.5278
H19 7.3634 -9.7587 1.8197
H20 2.4710 -3.9651 1.9124
H21 14.6809 1.7858 -0.3042
H22 8.8695 -7.7123 0.1004
H23 -10.2340 4.2936 1.0061
H24 -5.6623 -0.4724 0.7697
H25 -8.7846 3.9852 3.0230
H26 11.0794 3.1600 4.4542
H27 -13.5844 -0.4937 1.2217
H28 6.5160 0.0239 2.8921
H29 -4.7122 -0.3924 2.2284
H30 12.9232 4.2694 5.7539
H31 16.2869 1.5997 -0.9997
H32 9.0612 -9.3292 2.0008
H33 -2.1137 4.7284 -2.0703
H34 0.8067 0.1220 2.4693
H35 0.6427 -2.7538 2.4318
H36 15.6442 4.0189 -0.7835
H37 -13.9243 2.8972 -6.6887
H38 3.3187 -1.5167 1.9096
H39 -5.2385 -2.7054 0.4265
H40 -14.6294 1.2769 -6.8419
H41 3.3003 -3.8179 -1.7522
H42 13.8813 2.7985 5.6347
H43 -3.9557 -0.1450 0.6541
H44 -2.3325 -4.7825 0.5436
H45 1.2152 -3.0899 -0.5507
H46 -13.2210 1.7321 -7.8066
H47 -2.2907 3.0057 -0.2592
H48 -12.1693 0.4878 -0.6164
H49 -4.1126 -4.6195 0.3736
H50 -16.0236 2.9397 -8.0467
H51 12.0677 1.7105 4.2967
H52 11.4788 2.2106 5.8904
H53 -3.0477 -4.1803 -0.9284
H54 5.8484 -1.1676 1.7665
H55 3.1048 -5.4185 -0.9774
H56 -7.5222 3.2765 2.0221
H57 -5.5414 -2.2709 3.0020
H58 1.6151 -1.7563 3.5698
H59 7.1826 -8.1730 -0.1241
H60 -14.4178 0.8614 0.4539
H61 8.4611 -9.3596 -0.4082
H62 -2.4278 -2.7115 1.5577
H63 -12.6275 -1.1744 -0.9667
H64 7.5317 -0.6362 1.6182
H65 -2.5786 3.1487 -2.7276

Atoms 1-3, force components in eV/Å:
0.1 0.0 -0.1
0.2 -0.1 0.1
-0.1 0.0 0.0

Summary:
Gap between HOMO and LUMO in eV: 8.07
Energy in hartree: -6015.7302
Total charge: +1

# 3
This record from the OMol25 dataset describes a molecular structure, C26H18N6O3Pt. The level of theory is wB97M-V/def2-TZVPD.

Positions of all 54 atoms, in Å:
Pt1 0.0355 0.3744 -0.3519
O1 -1.2723 -2.3364 0.1889
O2 -0.0988 3.3775 -1.6614
O3 1.0361 -1.1107 -3.5622
N1 0.0758 1.5855 1.2422
N2 -1.9847 0.5417 -0.4823
N3 -0.0925 -1.3143 -1.5377
N4 -2.3020 1.5869 1.6751
N5 2.0992 0.5488 -0.3980
N6 2.4057 1.4418 1.8317
C1 -0.4466 -5.8709 -2.4190
C2 0.7068 2.1737 3.3852
C3 -2.7601 1.0704 0.4845
C4 1.4020 2.4833 4.5378
C5 0.4873 -1.7751 -2.7032
C6 0.2909 -5.4929 -3.5396
C7 -0.4518 -3.6290 -1.6748
C8 0.2764 -3.2555 -2.7831
C9 -1.4320 2.5933 4.4267
C10 -1.0671 1.7724 1.9799
C11 -2.5619 0.1675 -1.6464
C12 -3.9118 0.2403 -1.8715
C13 1.1669 1.6971 2.0643
C14 4.0455 0.4043 -1.7960
C15 -0.7418 2.9192 5.5889
C16 2.8712 1.0020 0.6141
C17 4.2661 1.0812 0.4652
C18 -4.1535 1.1374 0.3148
C19 0.6504 2.8651 5.6434
C20 -0.8343 -4.9376 -1.4623
C21 -0.6791 -2.3942 -0.8636
C22 4.8610 0.7832 -0.7342
C23 -0.6749 2.2288 3.3306
C24 -4.7333 0.7202 -0.8544
C25 0.6639 -4.1676 -3.7431
C26 2.6931 0.2969 -1.5861
H1 -4.7269 1.5385 1.1363
H2 0.7803 3.7602 -1.5769
H3 4.4381 0.1784 -2.7766
H4 -4.3061 -0.0777 -2.8253
H5 2.4810 2.4244 4.5719
H6 1.2314 -3.8588 -4.6105
H7 -1.8825 -0.2044 -2.3949
H8 1.1527 3.1184 6.5680
H9 0.5744 -6.2471 -4.2625
H10 -2.5116 2.6158 4.3749
H11 2.0335 -0.0250 -2.3789
H12 -0.6339 3.8491 -1.0146
H13 5.9348 0.8536 -0.8464
H14 -1.4069 -5.2197 -0.5892
H15 4.8272 1.4090 1.3268
H16 -1.2936 3.2125 6.4727
H17 -5.8062 0.7750 -0.9820
H18 -0.7207 -6.9107 -2.2951

Atoms 1-3, force components in eV/Å:
0.5 0.3 0.2
0.0 0.0 0.0
0.0 0.1 -0.1

Summary:
Gap between HOMO and LUMO in eV: 7.32
Energy in hartree: -1675.2989
Relative energy (zero: lowest compared OMol25 entry of this formula, charge and spin) in kcal/mol: 0.0

# 4
This record from the OMol25 dataset describes a molecular structure, C48H39AsF6GeN3O8ReSSb in a non-equilibrium geometry. The level of theory is wB97M-V/def2-TZVPD.

Positions of all 109 atoms, in Å:
Re1 -0.8182 0.4831 0.4511
Sb1 -1.2975 -2.9631 -0.9358
As1 -0.2241 2.1958 -2.1487
Ge1 -0.0959 -1.8191 3.2481
S1 5.8881 -2.3991 -4.7338
F1 -2.0768 -2.6368 0.7455
F2 -1.1879 -0.9388 -0.9778
F3 -0.5886 -2.8808 -2.6470
F4 -1.3083 -4.7841 -0.7585
F5 -2.9919 -2.6771 -1.6296
F6 0.4411 -2.7570 -0.2422
O1 -4.8520 4.4208 0.6941
O2 5.6804 -3.7901 -4.9374
O3 -2.3472 3.9082 1.8004
O4 5.7517 -1.4248 -5.7610
O5 7.0189 -2.0586 -3.6922
O6 0.5413 1.1934 -0.9011
O7 -0.8840 2.2182 1.4561
O8 -5.9579 3.2555 -0.8468
N1 -2.8223 0.5744 0.8692
N2 2.5565 -0.8659 -0.5963
N3 -3.8920 -0.0789 0.4023
C1 -4.8850 0.7749 0.1508
C2 -4.0916 -1.7531 4.5431
C3 -1.6792 4.6510 -1.9977
C4 1.7195 -1.5605 5.4636
C5 -2.9496 -1.9861 3.7862
C6 -2.0905 2.7952 1.4422
C7 -1.6589 1.2627 -2.9287
C8 2.3633 2.9485 -2.9939
C9 -1.7181 -1.4597 4.1961
C10 -1.6576 -0.6773 5.3532
C11 5.1761 -2.7959 -2.0884
C12 -0.1701 5.6096 0.1473
C13 -0.2318 -0.5923 1.6641
C14 3.5789 -1.1507 -1.3481
C15 1.1337 2.4682 -3.4504
C16 3.6241 -0.0352 4.1220
C17 -0.6755 3.8728 -1.4150
C18 2.4558 -0.4245 3.4739
C19 -1.3454 0.1238 -3.6801
C20 4.1399 -2.4871 -1.3103
C21 -0.5545 -5.9515 2.6953
C22 0.1757 -3.6486 2.7783
C23 -1.9322 5.9127 -1.4776
C24 -3.9868 1.0147 -3.4520
C25 0.0946 4.3468 -0.3556
C26 -2.3636 -0.5592 -4.3164
C27 1.4041 -4.0351 2.2310
C28 -0.7989 -4.6199 3.0247
C29 3.3712 3.2102 -3.9081
C30 -1.1853 6.3838 -0.4059
C31 -3.1570 1.8802 0.9127
C32 -5.1743 3.3050 0.0610
C33 3.8337 -0.4037 5.4412
C34 1.9210 2.5339 -5.7147
C35 2.8804 -1.1584 6.1131
C36 5.6781 -1.8002 -3.0314
C37 3.1509 2.9945 -5.2661
C38 -2.9754 1.7097 -2.8023
C39 -3.6794 -0.1098 -4.2080
C40 0.6582 -6.3195 2.1277
C41 -4.4488 2.0586 0.4549
C42 1.6416 -5.3611 1.9003
C43 4.1588 -0.1265 -2.1873
C44 -4.0175 -0.9929 5.7055
C45 -2.8044 -0.4485 6.1063
C46 0.8986 2.2716 -4.8081
C47 5.2033 -0.4169 -2.9617
C48 1.4938 -1.1916 4.1373
H1 -2.1347 -1.4482 -4.8899
H2 0.8549 3.7295 0.0982
H3 -2.7475 0.1460 7.0102
H4 -0.3299 -0.2346 -3.7530
H5 -2.2408 4.3058 -2.8504
H6 -3.2278 2.5824 -2.2180
H7 4.3209 3.6051 -3.5670
H8 3.7406 0.8735 -2.1732
H9 3.9403 3.2022 -5.9799
H10 3.7021 -3.2280 -0.6482
H11 4.7451 -0.1084 5.9467
H12 2.1108 -1.5869 -0.0370
H13 1.7485 2.3892 -6.7734
H14 -3.0211 -2.5797 2.8799
H15 -1.3989 7.3642 0.0064
H16 -0.7153 -0.2454 5.6743
H17 2.1914 -3.2968 2.0863
H18 5.6778 0.3342 -3.5857
H19 -0.0635 1.9315 -5.1650
H20 -4.9062 -0.8328 6.3051
H21 0.9951 -2.1702 5.9960
H22 -5.0106 1.3639 -3.3672
H23 -5.0398 -2.1765 4.2332
H24 -1.3118 -6.7028 2.8917
H25 4.3681 0.5585 3.6027
H26 -4.4720 -0.6453 -4.7203
H27 -2.7133 6.5244 -1.9116
H28 5.6320 -3.7803 -2.0680
H29 0.4083 5.9859 0.9812
H30 2.2870 -0.1052 2.4476
H31 3.0449 -1.4411 7.1448
H32 0.8475 -7.3574 1.8804
H33 -4.0793 4.2919 1.2787
H34 2.5968 -5.6566 1.4778
H35 2.5241 3.1439 -1.9406
H36 -1.7397 -4.3535 3.4896
H37 -5.8428 0.4444 -0.2320
H38 2.0716 0.0280 -0.6695
H39 -3.8700 -1.0922 0.3366

Atoms 1-3, force components in eV/Å:
0.8 -1.1 1.5
0.3 0.0 0.1
0.9 -0.1 -0.2

Summary:
Expectation value of S²: 0.77
Gap between HOMO and LUMO (alpha / beta) in eV: 6.40 / 6.40
2S+1: 2
Energy in hartree: -8246.8711
Total charge: +2
Relative energy (zero: lowest compared OMol25 entry of this formula, charge and spin) in kcal/mol: 0.0

# 5
This record from the OMol25 dataset describes 5 unconnected molecules or ions with the total composition C7H19NO4 in a non-equilibrium geometry. The level of theory is wB97M-V/def2-TZVPD.

Positions of all 31 atoms, in Å:
O1 0.4959 -0.8874 2.1723
O2 -2.7171 1.7906 1.5046
O3 -0.0477 3.1395 1.0014
O4 1.2342 1.5819 3.1304
N1 -2.2117 -1.3600 -0.7286
C1 -0.5678 -0.0804 -1.5103
C2 -0.0577 -1.3871 -1.2737
C3 -1.1033 -2.1479 -0.8042
C4 1.3555 -1.8162 -1.4753
C5 2.2723 -1.1115 -0.4602
C6 -1.9177 -0.1075 -1.2003
C7 0.0822 1.1528 -2.0900
H1 0.9312 1.3647 -1.4466
H2 -1.8384 1.9480 1.1272
H3 -2.8468 0.8542 1.3171
H4 1.9016 -0.1035 -0.3002
H5 0.2074 2.6303 1.7842
H6 1.3526 -2.8937 -1.2518
H7 0.8275 0.7582 2.7732
H8 -0.8060 3.6957 1.1808
H9 -2.6533 0.6600 -1.3719
H10 3.3551 -1.1546 -0.6184
H11 -1.0098 -3.1173 -0.3372
H12 1.6878 -1.6898 -2.5048
H13 -3.0982 -1.6993 -0.3962
H14 0.1925 -1.2368 1.3207
H15 2.0759 1.5596 2.6609
H16 -0.6397 1.9634 -2.1486
H17 0.3829 0.9977 -3.1300
H18 2.2841 -1.6277 0.5011
H19 0.8765 -1.6758 2.5744

Atoms 1-3, force components in eV/Å:
-0.2 -0.7 -0.2
0.2 -0.2 -0.2
0.1 -0.3 -0.8

Summary:
Gap between HOMO and LUMO in eV: 8.93
Energy in hartree: -633.8312
Relative energy (zero: lowest compared OMol25 entry of this formula, charge and spin) in kcal/mol: 17.6

# 6
This record from the OMol25 dataset describes a molecular structure, C24H27NOPbSi in a non-equilibrium geometry. The level of theory is wB97M-V/def2-TZVPD.

Positions of all 55 atoms, in Å:
Pb1 0.8673 -1.2189 0.1352
Si1 -0.2931 1.0025 0.2741
O1 -1.1182 -2.2506 -0.1693
N1 1.0611 -2.8127 1.5301
C1 0.2695 3.1904 -1.4252
C2 0.0906 -4.7775 2.3775
C3 1.0858 4.1209 -2.0766
C4 -1.1019 -3.5415 0.5459
C5 3.0064 3.2504 -0.9222
C6 2.1931 2.3134 -0.2795
C7 2.1215 -2.8996 2.3728
C8 -3.3972 0.7630 -2.4900
C9 -3.0788 1.4818 0.1825
C10 2.8768 -2.0805 -0.9239
C11 2.6256 -0.7432 -1.4334
C12 1.3957 -0.7869 -2.2179
C13 -4.5054 1.1784 -1.7550
C14 1.1564 -4.8926 3.2568
C15 2.1711 -3.9411 3.2551
C16 0.8019 2.2539 -0.5187
C17 0.0455 -3.7224 1.5084
C18 0.8968 -2.1487 -2.1903
C19 -2.1339 0.6895 -1.8866
C20 -4.3402 1.5379 -0.4166
C21 -1.3669 4.4823 2.7031
C22 1.8056 -2.9473 -1.3966
C23 -1.9462 1.0423 -0.5378
C24 2.4562 4.1571 -1.8264
H1 3.0897 4.8841 -2.3302
H2 2.8997 -2.1284 2.3062
H3 4.0749 3.2687 -0.7118
H4 1.7121 -4.0117 -1.1856
H5 -0.7184 -5.5072 2.3599
H6 -1.6467 -1.6123 0.3298
H7 -5.4872 1.2236 -2.2195
H8 -1.2888 0.3387 -2.4721
H9 -2.0314 -3.5551 1.0892
H10 -0.5136 1.4092 1.6621
H11 1.1970 -5.7310 3.9486
H12 0.6424 4.8257 -2.7778
H13 -2.0063 3.7228 2.2453
H14 -3.5090 0.4844 -3.5365
H15 -1.9383 5.0208 3.4743
H16 3.1861 0.1523 -1.2009
H17 -2.9664 1.7731 1.2221
H18 2.6500 1.6046 0.4097
H19 -5.1996 1.8677 0.1655
H20 -1.0822 -4.2962 -0.2346
H21 3.0144 -4.0190 3.9352
H22 -0.7981 3.1890 -1.6286
H23 0.9233 0.0690 -2.6842
H24 -1.0350 5.1950 1.9392
H25 3.6972 -2.3748 -0.2797
H26 -0.0140 -2.5007 -2.6669
H27 -0.4971 4.0071 3.1658

Atoms 1-3, force components in eV/Å:
1.0 1.8 0.0
-1.2 3.5 0.0
-0.4 -1.3 0.8

Summary:
Gap between HOMO and LUMO in eV: 7.48
Energy in hartree: -1542.3964
Total charge: +2
Relative energy (zero: lowest compared OMol25 entry of this formula, charge and spin) in kcal/mol: 0.0

# 7
This record from the OMol25 dataset describes a single C3H4N4 molecule. The level of theory is wB97M-V/def2-TZVPD.

Positions of all 11 atoms, in Å:
N1 1.5667 -0.0800 1.0745
N2 0.4224 -1.6718 -0.2689
N3 0.6711 0.8576 0.7941
N4 -1.3015 1.5142 -0.2032
C1 1.4135 -1.2835 0.5532
C2 -0.3562 0.5436 0.0111
C3 -0.4701 -0.7509 -0.5409
H1 -1.2919 -1.0147 -1.2062
H2 -1.8330 1.4573 -1.0577
H3 -0.9904 2.4478 0.0341
H4 2.1694 -2.0197 0.8099

Atoms 1-3, force components in eV/Å:
-0.1 -0.2 -0.1
0.0 0.2 0.1
-0.2 -0.2 -0.1

Summary:
Gap between HOMO and LUMO in eV: 9.52
Energy in hartree: -335.7148
Relative energy (zero: lowest compared OMol25 entry of this formula, charge and spin) in kcal/mol: 36.7

# 8
This record from the OMol25 dataset describes a gas-phase ion, C3H8ClN2 (charge +1) in a non-equilibrium geometry. The level of theory is wB97M-V/def2-TZVPD.

Positions of all 14 atoms, in Å:
Cl1 -3.5403 0.8640 -0.2276
N1 -1.0245 0.3990 0.3982
N2 -2.2935 -1.3250 -0.7825
C1 1.4519 0.5191 -0.0446
C2 0.2946 -0.1421 0.6877
C3 -2.2359 -0.1645 -0.2186
H1 -1.3847 -1.7968 -1.0213
H2 -3.1379 -1.5092 -1.3576
H3 0.4188 -1.2349 0.4511
H4 0.5575 -0.0366 1.7740
H5 1.9697 1.4364 0.3531
H6 -1.3473 1.2541 0.9392
H7 2.3553 -0.1994 -0.2094
H8 1.0660 0.6818 -1.0739

Atoms 1-3, force components in eV/Å:
-0.6 0.1 0.1
-5.2 0.1 -0.7
0.6 -1.0 -1.5

Summary:
Gap between HOMO and LUMO in eV: 10.64
Energy in hartree: -688.5349
Total charge: +1
Relative energy (zero: lowest compared OMol25 entry of this formula, charge and spin) in kcal/mol: 17.3